No. 1
22
Properties=species:S:1:pos:R:3:forces:R:3:mulliken_charge:R:1 method="wB97M-V/def2-TZVPD" lumo_energy_ev=0.94 e_above_lowest_ev=1.525 charge=0 smiles="C=CCCCCCO" energy_ev=-9532.2419
O 1.3338 -2.7098 -0.3725 0.14 0.00 -0.42 -0.534
C -0.6159 1.8360 0.6272 -0.28 -0.27 -0.42 -0.932
C 1.4915 3.0971 0.9684 0.95 0.30 0.38 -0.790
C -0.2428 -0.3750 -0.6752 -0.24 0.58 1.94 -0.426
C -0.6922 0.3032 0.6537 0.18 0.00 0.48 -0.661
C -0.9184 -1.7481 -0.8622 0.51 0.96 -0.34 -0.660
C -0.0673 -2.9326 -0.3828 -0.16 -0.30 0.36 -0.569
C 0.7035 2.3957 0.1760 -0.63 0.13 0.71 0.037
H -1.3673 2.1648 -0.0933 -0.08 0.14 -0.21 0.314
H -0.4709 0.3859 -1.4215 0.07 -0.53 -0.58 0.396
H 0.9423 2.2610 -0.8633 0.16 0.12 -0.35 0.288
H -0.0875 -0.0285 1.5093 -0.01 -0.22 -0.24 0.271
H -1.1348 -1.8698 -1.9230 -0.14 -0.14 -0.06 0.317
H -0.2992 -3.2359 0.6370 -0.10 0.28 0.13 0.292
H 1.4000 3.1842 2.0492 -0.66 -0.02 -0.15 0.255
H 0.8270 -0.4864 -0.5203 0.18 0.01 -0.78 0.325
H -0.2985 -3.8076 -0.9872 -0.06 -0.14 -0.19 0.344
H -1.7168 0.0160 0.8916 -0.16 0.03 -0.02 0.401
H -1.8611 -1.6716 -0.3174 -0.10 -0.52 -0.19 0.330
H -0.9446 2.2842 1.5705 0.32 -0.22 0.07 0.429
H 2.3739 3.6190 0.6233 0.15 -0.23 -0.36 0.263
H 1.6452 -2.6817 -1.2873 -0.03 0.03 0.23 0.311

---

No. 2
106
Properties=species:S:1:pos:R:3:forces:R:3:mulliken_charge:R:1 method="wB97M-V/def2-TZVPD" lumo_energy_ev=0.55 charge=-1 energy_ev=-3609277.8509
Br -0.4675 3.2105 -9.0149 0.10 -0.02 -0.03 -0.005
Br 5.5353 -8.2966 -1.2977 0.05 0.05 -0.03 -0.017
Br -11.1628 4.1174 10.6641 0.01 0.02 0.05 -0.006
Br 7.6083 1.9776 -0.3277 -0.09 0.10 0.00 -0.002
Br 1.1987 1.8350 4.6031 -0.11 -0.12 0.05 0.003
Br -9.6105 9.1376 5.5329 -0.01 0.00 -0.04 -0.009
Br 4.5663 0.6640 -7.7426 0.01 0.01 -0.02 -0.037
Br 9.9578 5.0482 1.7213 0.01 0.04 -0.03 -0.015
Br -9.8355 2.8867 8.0622 -0.01 -0.02 -0.07 0.023
Br 2.6052 -8.7451 -0.1733 -0.10 -0.09 0.13 0.008
Br -1.5758 -4.4699 1.7659 0.05 -0.02 -0.05 -0.032
Br -5.4368 3.0458 -7.7353 -0.04 0.04 0.02 -0.073
Br 3.7874 2.5307 2.9210 0.08 0.05 -0.02 0.044
Br -0.3642 -2.8840 4.2500 0.01 0.00 0.05 -0.051
Br 5.7133 -4.8288 -3.3148 0.09 -0.02 0.12 0.001
Br 1.1491 2.4236 -0.4535 -0.01 0.03 0.05 -0.074
Br -6.9114 1.5478 11.2643 -0.02 -0.03 0.03 -0.027
Br 8.0400 3.3132 3.5555 -0.08 -0.01 0.04 0.006
Br 8.6341 -0.5147 -1.9829 0.04 -0.06 -0.05 -0.050
Br -5.6781 -3.6807 -6.5619 -0.05 -0.03 -0.01 -0.069
Br -6.6087 4.2210 9.5889 0.00 0.14 0.11 0.051
Br 1.9629 -0.5570 -6.3772 -0.02 -0.01 0.01 0.074
Br -1.2623 6.6002 4.7816 -0.08 -0.02 -0.03 0.036
Br -4.8209 7.3340 6.9949 0.01 0.07 0.03 -0.041
Br -2.1214 5.9045 -9.3499 -0.02 0.03 -0.02 -0.047
Br 3.5740 0.3982 -0.1500 0.23 -0.04 0.12 0.118
Br -1.6735 4.6561 -6.4617 -0.01 0.00 0.04 0.024
Br -6.3566 6.7355 4.2744 -0.05 0.05 -0.01 -0.008
Br -8.0806 10.1938 8.1117 0.03 0.03 0.02 -0.010
Br -6.2843 0.1723 -8.7984 -0.03 -0.02 -0.02 -0.025
Br 10.6974 2.0344 2.3869 0.04 -0.03 0.01 -0.002
Br -3.8562 -1.8462 -4.7264 -0.09 0.13 -0.02 -0.075
Br 3.4862 1.8658 -5.0057 0.01 0.13 0.05 -0.033
Br -1.1487 -1.3330 1.5936 0.04 0.06 -0.04 0.022
Br -12.8928 3.7562 8.0209 -0.04 -0.01 -0.01 -0.028
Br 5.3500 -5.7396 1.7401 0.06 -0.03 0.03 -0.051
Br -2.6969 -3.0314 -7.4245 0.10 -0.07 -0.09 -0.052
Br 4.5538 -11.2236 -0.5545 0.01 -0.05 0.01 -0.078
Br 4.9521 -3.0714 -5.8336 0.08 0.06 -0.08 -0.070
Br 1.3491 4.5709 3.0124 0.02 0.04 -0.11 0.049
Br 1.2051 8.5802 4.5851 0.03 0.01 -0.02 0.003
Br -4.2897 2.0662 9.5447 0.05 -0.02 -0.02 -0.024
Br 7.9842 -0.8183 1.1077 -0.03 -0.04 0.04 -0.024
Br 4.7279 -3.1184 0.0642 0.20 0.07 0.14 0.201
Br -3.2855 0.7117 -7.9206 0.08 0.12 -0.03 0.096
Br 2.4274 -4.5065 1.6960 -0.07 0.09 0.39 0.018
Br 1.2249 -0.3090 -2.0950 -0.09 -0.08 -0.10 0.165
Br -5.4063 4.3453 6.1399 0.01 -0.08 -0.10 0.058
Br 1.2946 6.1319 6.6135 0.01 -0.04 0.04 0.001
Br -8.8298 7.1225 7.8567 0.05 -0.14 0.06 0.123
Br 5.0690 -1.7305 -2.9563 -0.15 0.21 -0.09 0.035
S -2.0345 -6.2607 -4.4552 -0.16 0.11 -0.02 -0.360
N -1.4134 -5.6589 -3.0554 0.08 -0.04 0.20 -0.566
N 2.7437 -5.4200 -1.3569 -0.32 0.15 -0.48 -0.058
C -11.1479 4.1097 8.7422 0.01 0.00 0.00 0.010
C -1.4053 -4.2198 -2.9520 0.10 -0.22 0.01 0.211
C -1.5610 -2.8171 2.7403 0.01 -0.04 -0.06 -0.351
C 3.6591 0.2875 -6.0904 -0.08 -0.11 0.08 0.462
C 0.8918 -4.1774 -4.1317 0.09 0.10 -0.04 -0.379
C 0.0098 -3.6021 -3.0258 -0.13 0.01 0.12 0.512
C 0.1847 7.4325 5.7342 0.00 -0.02 0.03 -0.368
C -5.0296 6.1139 5.5172 0.02 -0.02 0.06 0.186
C -8.3398 8.7207 6.9085 -0.13 0.04 0.02 -0.020
C 4.0313 -9.4886 -1.2068 0.01 0.07 -0.08 -0.310
C 4.3137 -4.1226 1.6454 -0.13 -0.09 -0.21 -0.528
C 2.2488 1.1176 -1.3372 -0.02 -0.03 -0.12 -0.093
C 2.3352 -5.7417 -2.7492 0.02 -0.14 0.25 -0.863
C 7.5199 0.0703 -0.5306 0.06 0.00 0.03 0.484
C 2.3419 3.2340 3.9693 0.07 0.05 0.04 -0.345
C 9.8560 3.6385 3.0254 -0.02 -0.06 -0.06 -0.368
C 5.8040 -3.0902 -4.1063 0.09 -0.15 -0.08 -0.477
C -3.8856 -3.3335 -5.9499 0.03 -0.04 0.08 0.157
C -5.1251 1.1443 -7.6184 0.00 -0.09 0.06 -0.259
C -5.6887 2.8687 10.5905 -0.03 -0.02 -0.02 -0.352
C 2.3131 -4.5269 -3.6876 -0.17 -0.13 0.00 -0.154
C -1.8984 4.2878 -8.3321 -0.01 -0.08 0.02 0.194
H 4.2738 -0.4091 -5.5372 0.00 0.02 -0.01 -0.559
H -1.0309 -6.2420 -5.4028 0.01 0.02 -0.11 0.026
H -2.0380 -3.7242 -3.7029 -0.03 -0.05 -0.07 -0.637
H 6.8443 -2.8430 -4.2580 0.01 0.03 0.00 0.476
H 6.4981 -0.1931 -0.7725 -0.01 -0.02 -0.02 -0.455
H 0.4329 -5.0964 -4.4946 -0.04 -0.02 0.01 -0.020
H 4.5634 -3.5223 2.5076 -0.04 0.01 0.02 0.434
H 3.6651 -9.6215 -2.2142 0.00 -0.01 -0.02 0.371
H -1.8077 -3.9405 -1.9654 -0.10 0.16 -0.01 0.304
H 1.3326 -6.1809 -2.7747 0.01 -0.15 0.00 0.554
H 3.0560 -6.4725 -3.1269 -0.06 -0.13 -0.03 0.358
H -4.0824 6.0879 5.0001 0.01 0.02 -0.03 -0.216
H 0.4692 -3.7436 -2.0425 0.15 -0.10 -0.02 -0.164
H -0.0827 -2.5184 -3.1628 -0.04 0.15 0.07 -0.088
H -2.8076 3.7123 -8.4358 -0.01 0.00 0.00 -0.218
H 0.9250 -3.4830 -4.9781 0.05 0.01 -0.02 0.241
H -5.2249 3.3457 11.4407 0.01 0.01 0.02 0.352
H -5.3649 0.8425 -6.6085 0.00 0.00 0.02 0.321
H -2.5555 -2.6649 3.1317 -0.01 0.03 0.01 0.359
H -0.2529 8.0458 6.5075 -0.01 0.02 0.00 0.352
H 2.3282 -6.1038 -0.7310 0.10 0.06 -0.11 0.016
H 2.7769 1.6188 -2.1359 -0.03 0.02 -0.03 0.064
H 2.2888 -4.5460 -1.1134 0.04 0.03 0.05 0.024
H -7.3952 8.5230 6.4304 0.13 -0.04 -0.07 -0.063
H 2.8929 -4.7652 -4.5810 0.11 0.08 0.03 0.197
H 10.3997 3.9658 3.8986 0.00 0.02 0.01 0.352
H -10.8686 5.1025 8.4206 -0.01 0.01 -0.02 -0.046
H 2.7945 -3.6775 -3.1921 0.04 0.09 -0.05 0.038
H -3.5201 -4.2193 -5.4228 0.06 -0.03 0.04 -0.124
H 2.7695 3.7225 4.8330 0.00 0.01 0.01 0.265

---

No. 3
9
Properties=species:S:1:pos:R:3:forces:R:3:mulliken_charge:R:1 method="wB97M-V/def2-TZVPD" lumo_energy_ev=4.06 e_above_lowest_ev=3.932 charge=-1 energy_ev=-20220.8423
S 0.4375 -0.3406 -0.2440 -2.80 -2.67 -0.99 0.872
F 0.7779 2.0455 0.1244 -0.84 0.99 0.95 -0.265
O 0.3365 -1.4380 -1.2769 -0.12 2.41 1.95 -0.582
O 1.3396 -0.5884 0.8422 0.73 0.11 0.50 -0.549
N -1.4436 -0.3966 1.0342 3.60 0.84 -0.55 -0.712
C 0.3384 1.2687 -1.0075 1.11 0.17 0.81 -0.315
H -2.0372 -0.7960 0.3580 -0.98 -0.91 -0.99 0.235
H 1.3358 1.3918 -1.4784 -0.44 -1.18 -1.11 0.098
H -1.0849 -1.1464 1.6480 -0.25 0.24 -0.57 0.218

---

No. 4
14
Properties=species:S:1:pos:R:3:forces:R:3:mulliken_charge:R:1 method="wB97M-V/def2-TZVPD" lumo_energy_ev=0.84 e_above_lowest_ev=0.724 charge=0 smiles="[H]/N=C(/N)SCC" energy_ev=-17056.0058
S -0.6572 1.1092 -0.2740 -0.56 -0.29 0.11 -0.157
N -0.3372 -0.9727 1.5050 -0.66 0.53 2.01 -0.756
N -1.1601 1.0532 2.2702 -0.20 0.86 0.86 -0.490
C -0.1709 -0.1983 -1.4411 -1.11 -0.34 -0.11 -0.603
C 1.3106 -0.3416 -1.4327 1.23 0.25 -1.94 -0.976
C -0.6655 0.2271 1.3261 0.24 -0.17 -1.61 0.600
H -0.1761 -1.4200 0.6588 0.59 -1.15 -1.70 0.278
H -0.6407 -1.1950 -1.1965 0.06 1.19 -0.15 0.346
H 1.7795 0.5404 -1.9294 -0.29 -0.56 0.33 0.321
H -0.7727 1.9756 2.2573 -0.11 0.50 -0.11 0.224
H 1.5767 -1.2257 -2.0514 0.18 0.37 0.57 0.266
H -0.5664 0.1163 -2.4515 0.39 -0.31 1.14 0.324
H 1.7367 -0.3761 -0.4467 0.08 -0.39 0.44 0.370
H -1.2566 0.7075 3.2059 0.16 -0.49 0.17 0.252

---

No. 5
15
Properties=species:S:1:pos:R:3:forces:R:3:mulliken_charge:R:1 method="wB97M-V/def2-TZVPD" lumo_energy_ev=0.66 e_above_lowest_ev=3.535 charge=0 smiles="NCC=O.O.O" energy_ev=-9850.1112
O -0.2115 0.1691 -1.8596 -0.86 -0.17 2.25 -0.480
O 0.9861 0.2252 -3.7537 3.74 1.23 -1.52 -0.611
O -0.7375 -2.1219 3.6494 -0.22 1.63 0.74 -0.625
N 0.2283 0.1343 0.8006 0.42 -0.84 2.32 -0.394
C -0.6252 1.1593 0.3051 2.34 0.78 -0.56 -0.227
C -0.0988 1.1660 -1.1974 -2.44 0.17 0.41 -0.091
H 0.1997 -0.0759 1.7703 -0.37 0.10 0.67 0.126
H 0.0695 -1.8187 4.0658 0.05 0.72 0.49 0.313
H 0.1686 -0.1543 -3.9480 -1.71 -1.13 0.02 0.314
H -0.3221 2.0723 0.9773 -1.20 -1.02 -1.84 0.246
H 0.8123 -0.5399 0.3755 -0.22 -0.14 -1.46 0.151
H -0.4012 -2.9160 3.3185 0.21 -2.33 -1.22 0.306
H -1.7071 0.9230 0.3135 0.38 0.24 0.01 0.223
H 1.4635 -0.2975 -3.0959 -0.72 0.04 -0.45 0.319
H 0.1754 2.0750 -1.7214 0.60 0.71 0.13 0.431

---

No. 6
23
Properties=species:S:1:pos:R:3:forces:R:3:mulliken_charge:R:1 method="wB97M-V/def2-TZVPD" lumo_energy_ev=0.36 e_above_lowest_ev=1.159 charge=0 smiles=NCCCCO.O.O energy_ev=-12023.0593
O -0.9431 -0.3130 2.8574 -0.37 0.18 -0.03 -0.613
O -0.0750 -2.6290 1.3519 -0.20 -0.36 0.13 -0.608
O -1.5979 1.7892 -0.8979 0.21 -0.74 0.76 -0.600
N 1.5252 1.9425 -0.3132 0.00 -0.76 0.04 -0.667
C 1.4058 0.5509 0.1541 0.09 0.01 -1.98 0.042
C -0.1320 0.1540 -1.9324 0.48 0.22 0.31 -1.057
C 0.9715 -0.3643 -1.0241 0.18 -0.91 0.51 -0.540
C -1.4244 0.3488 -1.1399 -0.53 1.83 -1.67 -0.299
H 0.2037 -3.5453 1.4395 0.23 -0.07 -0.02 0.272
H -0.2939 0.2247 3.3136 0.12 0.03 0.10 0.290
H -0.2967 -0.4532 -2.8107 -0.10 -0.90 0.08 0.430
H 2.4209 0.2109 0.3484 -0.13 -0.07 0.88 0.399
H -2.2631 0.1400 -1.8090 -0.08 -0.54 0.28 0.265
H -1.5061 -0.2096 -0.2138 0.21 -0.15 0.07 0.281
H -1.0217 -2.7171 1.1958 -0.05 0.23 -0.07 0.321
H 0.1723 1.0729 -2.4392 -0.21 0.40 0.45 0.487
H 0.6851 0.3675 0.9463 0.21 0.20 0.53 -0.171
H -0.9123 -1.1748 3.2819 0.19 -0.03 -0.08 0.298
H 0.5753 -1.2642 -0.5444 0.00 -0.04 0.03 0.251
H 0.6449 2.1987 -0.7454 0.04 0.48 0.33 0.294
H 1.7640 2.5439 0.4602 -0.22 0.29 -0.05 0.224
H -1.7622 1.8833 0.0470 -0.03 0.19 -0.11 0.323
H 1.8594 -0.7567 -1.5261 -0.06 0.52 -0.48 0.378